[1]
65
Properties=species:S:1:pos:R:3 method="wB97M-V/def2-TZVPD" orbital_gap_ev=6.160 e_above_lowest_kj_mol=36.88 homo_ha=-0.378 lumo_ev=-4.13 total_charge=+1
Y 0.1599 0.0106 -0.0313
C -0.0141 -0.9928 -4.5488
C 0.5835 -0.7842 -3.3082
N 0.0712 -1.3136 -2.2013
C -1.0211 -2.0887 -2.3305
C -1.6223 -2.2534 -3.5818
N -1.1201 -1.7044 -4.6699
C -1.5724 -2.6703 -1.0957
C -2.3787 -3.8015 -1.1224
C -2.9740 -4.2638 0.0541
C -2.6670 -3.5642 1.2260
C -1.7677 -2.5051 1.1925
N -1.2515 -2.0467 0.0441
C -1.3077 -1.8278 2.4193
C -1.5219 -2.3373 3.7048
N -1.0767 -1.7230 4.7818
C -0.3962 -0.6028 4.6199
C -0.1509 -0.0839 3.3527
N -0.6120 -0.6873 2.2629
C -3.8702 -5.4281 0.0544
C -4.2692 -6.0462 1.2424
C -5.1232 -7.1375 1.1839
N -5.5751 -7.6477 0.0549
C -5.1916 -7.0868 -1.0741
C -4.3583 -5.9799 -1.1349
H 0.3906 -0.5692 -5.4560
H 1.4739 -0.1802 -3.1877
H -2.5454 -2.7989 -3.7110
H -2.5166 -4.3226 -2.0533
H -3.1243 -3.8392 2.1599
H -2.0459 -3.2620 3.8919
H -0.0477 -0.1123 5.5168
H 0.4196 0.8271 3.2048
H -3.9150 -5.7144 2.2038
H -5.4533 -7.6311 2.0867
H -5.5652 -7.5479 -1.9776
H -4.1115 -5.5711 -2.0996
Cl -2.1207 0.8400 -1.6767
C -1.0159 2.1274 -2.1188
C -0.8657 2.4746 -3.4441
C 0.0950 3.4172 -3.7755
C 0.8682 4.0014 -2.7821
C 0.6902 3.6536 -1.4581
C -0.2471 2.6796 -1.0803
C -0.3979 2.2032 0.3073
H -1.4826 2.0151 -4.2003
H 0.2366 3.6919 -4.8074
H 1.6134 4.7365 -3.0477
H 1.2798 4.1277 -0.6894
H -1.4511 2.2579 0.6250
H 0.2014 2.8247 0.9836
O 2.1399 -0.4456 0.8388
C 2.7231 0.0769 -0.1605
O 2.0123 0.5597 -1.0916
C 4.1962 0.1091 -0.2363
C 4.9414 -0.2675 0.8800
C 6.3213 -0.2553 0.8275
C 6.9669 0.1209 -0.3392
C 6.2321 0.4916 -1.4549
C 4.8499 0.4951 -1.4063
H 4.4201 -0.5681 1.7757
H 6.8978 -0.5455 1.6920
H 8.0449 0.1204 -0.3853
H 6.7389 0.7749 -2.3655
H 4.2637 0.7850 -2.2651

[2]
65
Properties=species:S:1:pos:R:3 method="wB97M-V/def2-TZVPD" orbital_gap_ev=6.661 e_above_lowest_kj_mol=0.00 homo_ha=-0.266 lumo_ev=-0.57
Ga 7.6811 7.5568 11.6518
C 9.8386 6.1652 15.2020
C 8.9136 6.2411 14.1536
N 8.7681 7.3334 13.4374
C 9.5286 8.4165 13.6804
C 10.5543 8.3984 14.6584
C 10.6653 7.2326 15.4439
C 11.4138 9.5075 14.7621
C 11.2506 10.5722 13.9112
C 10.2066 10.6291 12.9904
C 9.2930 9.5858 12.8827
N 8.2641 9.4620 12.0212
C 7.6231 10.4091 11.3067
C 7.5780 11.7780 11.5433
C 6.8121 12.6194 10.7372
C 6.0884 12.1448 9.6701
C 6.0711 10.7639 9.4031
C 5.3366 10.1736 8.3541
C 5.3546 8.8120 8.1854
C 6.0814 8.0245 9.0848
N 6.7764 8.5563 10.0665
C 6.8153 9.8916 10.2377
H 9.9101 5.2573 15.7839
H 8.2890 5.3992 13.8759
H 11.4113 7.1962 16.2273
H 12.2151 9.4870 15.4845
H 11.9430 11.4024 13.9480
H 10.1362 11.4787 12.3278
H 8.1001 12.1952 12.3908
H 6.7840 13.6753 10.9756
H 5.5116 12.8066 9.0418
H 4.7613 10.8095 7.6957
H 4.8131 8.3403 7.3801
H 6.1014 6.9439 9.0119
O 9.6534 8.0326 10.3453
C 10.4868 6.8877 10.2338
C 9.5246 5.6683 10.4182
O 9.8974 4.5583 10.1255
O 8.3773 5.9593 10.9113
C 11.1441 6.8231 8.8767
C 10.6501 7.5749 7.8197
C 11.2588 7.5186 6.5798
C 12.3589 6.7032 6.3836
C 12.8524 5.9505 7.4368
C 12.2512 6.0077 8.6807
C 11.5409 6.9114 11.3288
C 11.7304 5.8699 12.2254
C 12.7129 5.9635 13.1974
C 13.5135 7.0890 13.2799
C 13.3318 8.1305 12.3862
C 12.3528 8.0393 11.4164
H 10.2011 8.8259 10.3760
H 9.7813 8.2027 7.9641
H 10.8726 8.1144 5.7655
H 12.8224 6.6475 5.4086
H 13.7156 5.3189 7.2888
H 12.6321 5.4198 9.5012
H 11.1244 4.9787 12.1619
H 12.8527 5.1472 13.8913
H 14.2864 7.1543 14.0317
H 13.9568 9.0112 12.4378
H 12.2339 8.8499 10.7064
O 6.0084 6.3534 12.0242
N 5.3466 7.1163 12.7557
O 5.8691 8.2107 12.9676

[3]
68
Properties=species:S:1:pos:R:3 method="wB97M-V/def2-TZVPD" orbital_gap_ev=6.827 homo_ha=-0.410 lumo_ev=-4.34 total_charge=+1
Pt 0.0663 -0.7714 0.2141
O 1.1955 3.0684 1.1739
C 1.0081 1.8841 1.2306
O 0.5823 1.1849 0.1677
C 1.2332 1.0739 2.4469
C 1.5699 1.5945 3.6767
C 1.6548 0.7135 4.7498
C 1.4024 -0.6351 4.5552
C 1.0658 -1.0771 3.2822
N 1.0057 -0.2235 2.2711
C 0.7194 -2.5105 2.9641
O 1.0039 -3.3725 3.7735
O 0.1461 -2.6431 1.8240
H 1.7440 2.6572 3.7708
H 1.9014 1.0842 5.7364
H 1.4413 -1.3589 5.3571
O 8.1250 0.2096 -0.1252
C 7.0175 0.9793 -0.1088
O 7.1069 2.1689 -0.0653
C 5.6836 0.2793 -0.1661
C 4.5933 1.0433 -0.5628
C 3.3352 0.4758 -0.6692
C 3.1721 -0.8647 -0.3604
C 4.2393 -1.6297 0.0863
C 5.4978 -1.0546 0.1712
N 1.8760 -1.5046 -0.4888
C 1.8315 -2.6844 -0.9725
C 0.5581 -3.3831 -0.9856
C 0.3904 -4.6845 -1.4024
C -0.8799 -5.2419 -1.3208
C -1.9218 -4.4755 -0.8323
C -1.6795 -3.1662 -0.4474
N -0.4630 -2.6417 -0.5410
H 7.9082 -0.7258 -0.2197
H 4.7488 2.0896 -0.7887
H 2.4952 1.0588 -1.0027
H 4.0867 -2.6479 0.4220
H 6.3119 -1.6622 0.5483
H 2.7206 -3.1724 -1.3587
H 1.2380 -5.2522 -1.7612
H -1.0494 -6.2617 -1.6374
H -2.9207 -4.8775 -0.7420
H -2.4597 -2.5220 -0.0660
S -1.8366 0.1035 1.1603
P -2.2795 0.8744 -0.6624
S -0.9738 -0.1786 -1.7965
C -2.1654 2.6425 -0.8705
C -1.0452 3.2254 -1.4630
C -1.0531 4.5781 -1.7653
C -2.1689 5.3489 -1.4753
C -3.2767 4.7786 -0.8592
C -3.2820 3.4286 -0.5603
C -3.9642 0.4737 -1.1117
C -4.3030 0.4665 -2.4660
C -5.6115 0.2263 -2.8465
C -6.5847 0.0008 -1.8785
C -6.2528 0.0240 -0.5317
C -4.9397 0.2581 -0.1437
H -0.1731 2.6257 -1.6765
H -0.1887 5.0272 -2.2355
H -2.1778 6.4009 -1.7295
H -4.1428 5.3834 -0.6267
H -4.1541 2.9905 -0.0912
H -3.5481 0.6519 -3.2232
H -5.8756 0.2201 -3.8958
H -7.6058 -0.1959 -2.1784
H -7.0130 -0.1421 0.2198
H -4.6856 0.2669 0.9102

[4]
88
Properties=species:S:1:pos:R:3 method="wB97M-V/def2-TZVPD" orbital_gap_ev="4.817 / 4.838" e_above_lowest_kj_mol=885.05 homo_ha="-0.090 / -0.090" lumo_ev="2.37 / 2.38" total_charge=-2
W -0.8392 0.2133 0.2617
C 0.0110 1.1411 -3.7798
C -0.0297 0.1092 -2.7186
N -1.1539 0.1714 -1.8781
N -2.0764 -0.7069 -2.4328
C -2.9190 -1.2328 -1.6396
S -2.9313 -1.0291 0.0964
S -4.1088 -2.3542 -2.3592
C -3.0709 -3.8530 -2.4630
C -2.9611 -4.6483 -1.1919
C -3.8466 -5.6893 -0.9296
C -3.7660 -6.4097 0.2529
C -2.7957 -6.0917 1.1942
C -1.9080 -5.0553 0.9410
C -1.9861 -4.3424 -0.2465
C 0.8075 -0.9763 -2.5996
C 1.8831 -1.2447 -3.5194
C 2.5233 -2.4305 -3.5155
C 2.1209 -3.4396 -2.5750
C 1.1557 -3.2376 -1.6554
C 0.4970 -1.9543 -1.5600
O -0.3097 -1.7589 -0.6045
H -0.8718 0.9497 -4.4023
H 0.9090 1.1563 -4.3878
H -0.1494 2.1075 -3.2955
H -2.0931 -3.5271 -2.8168
H -3.5306 -4.4582 -3.2467
H -4.6133 -5.9313 -1.6578
H -4.4632 -7.2174 0.4414
H -2.7336 -6.6482 2.1212
H -1.1570 -4.7836 1.6720
H -1.2977 -3.5258 -0.4268
H 2.1564 -0.4846 -4.2373
H 3.3272 -2.6303 -4.2102
H 2.6391 -4.3924 -2.5848
H 0.9071 -3.9792 -0.9092
F 4.0018 -0.1262 -0.5007
C 3.7415 0.0169 0.7967
F 4.6229 -0.7100 1.4863
F 3.8822 1.2913 1.1380
S 2.0589 -0.6351 1.1420
O 1.2313 0.1565 0.0753
O 2.1798 -2.0281 0.7925
N 1.7087 -0.1824 2.5306
S 0.2785 -0.9858 3.2046
O -0.4284 -1.1203 1.7634
O 0.9144 -2.2064 3.6745
C 0.4696 0.4364 4.5529
F -0.5940 0.5789 5.3302
F 1.4785 -0.0133 5.3166
F 0.7942 1.6115 4.0656
O -1.2428 -1.2908 3.8853
As -2.3684 1.3126 2.4097
O -2.4000 2.5802 3.4531
O -0.6054 1.4768 1.6699
C -4.2153 1.6145 1.6252
C -5.2156 1.2010 2.5031
C -6.5320 1.0703 2.0883
C -6.8826 1.3411 0.7709
C -5.9096 1.7628 -0.1196
C -4.6026 1.9041 0.3269
S -3.3669 2.4205 -0.8113
O -3.2098 3.8431 -0.7168
O -3.6807 1.8657 -2.0991
O -2.1410 1.7849 -0.1536
H -1.1020 -2.1577 4.2880
H -4.9599 0.9578 3.5305
H -7.2884 0.7329 2.7870
H -7.9041 1.2055 0.4378
H -6.1462 1.9637 -1.1561
S 5.7317 2.4260 -2.6750
C 4.3253 2.8427 -1.8491
S 2.7958 2.1791 -2.2682
C 1.9992 3.0286 -0.9654
N 2.8314 3.7659 -0.2884
N 4.1209 3.6625 -0.7967
C 5.1067 4.3192 -0.0007
C 4.8559 4.4647 1.3614
C 5.7917 5.0937 2.1638
C 6.9724 5.5875 1.6231
C 7.2017 5.4549 0.2635
C 6.2736 4.8266 -0.5565
S 0.3107 2.9396 -0.6985
H 3.9333 4.0825 1.7718
H 5.5924 5.1917 3.2234
H 7.7035 6.0732 2.2574
H 8.1113 5.8448 -0.1769
H 6.4510 4.7287 -1.6135

[5]
70
Properties=species:S:1:pos:R:3 method="wB97M-V/def2-TZVPD" orbital_gap_ev=6.815 homo_ha=-0.429 lumo_ev=-4.85 total_charge=+1
O -1.5758 0.9336 -1.2309
C -0.6103 0.2340 -1.2843
Br -0.4156 -1.3982 -0.3202
C 0.5969 0.6446 -2.1189
N 0.1957 0.8106 -3.5468
F -0.8221 -0.0519 -3.8531
H 1.4106 -0.0569 -2.0756
H 0.9409 1.5846 -1.7082
H 0.9963 0.5630 -4.1625
H -0.0940 1.7666 -3.7731
C -2.7867 -5.7551 0.0735
C -3.4998 -6.3472 -0.8817
C -3.0268 -6.3828 -2.2876
O -3.6721 -6.9145 -3.1614
C -1.7231 -5.7336 -2.5890
C -1.0116 -5.1420 -1.6341
C -1.4901 -5.1082 -0.2308
O -0.8345 -4.5657 0.6403
H -3.1115 -5.7231 1.1037
H -4.4491 -6.8272 -0.6828
H -1.3945 -5.7751 -3.6198
H -0.0580 -4.6668 -1.8294
C -3.1677 3.5707 -0.6823
C -4.3478 3.4973 -0.0734
C -4.8815 4.6476 0.7019
O -5.9528 4.5860 1.2578
C -4.0460 5.8762 0.7687
C -2.8637 5.9427 0.1612
C -2.3369 4.7930 -0.6096
O -1.2516 4.8388 -1.1610
H -2.7496 2.7574 -1.2558
H -4.9697 2.6119 -0.1107
H -4.4542 6.7018 1.3373
H -2.2385 6.8258 0.1993
C 6.0395 1.4580 -4.1987
C 4.8732 1.2190 -4.7966
C 3.6133 1.6340 -4.1609
O 2.5171 1.4171 -4.6779
C 3.6650 2.3237 -2.8677
C 4.8190 2.5624 -2.2551
C 6.1058 2.1473 -2.8788
O 7.1596 2.3613 -2.3333
H 6.9854 1.1642 -4.6346
H 4.7972 0.7175 -5.7528
H 2.7169 2.6208 -2.4464
H 4.8782 3.0619 -1.2976
C -1.8696 -5.8536 6.3082
C -2.5808 -6.4419 5.3502
C -2.1004 -6.4719 3.9475
O -2.7516 -7.0032 3.0702
C -0.7983 -5.8279 3.6501
C -0.0877 -5.2395 4.6080
C -0.5663 -5.2052 6.0126
O 0.0806 -4.6683 6.8839
H -2.1997 -5.8176 7.3384
H -3.5327 -6.9201 5.5428
H -0.4697 -5.8612 2.6218
H 0.8641 -4.7616 4.4145
C 3.5420 4.5357 2.4737
C 3.3869 3.6755 1.4710
C 2.1311 3.6306 0.6913
O 1.9870 2.8408 -0.2297
C 1.0502 4.5704 1.0584
C 1.2004 5.4327 2.0601
C 2.4597 5.4851 2.8479
O 2.6004 6.2675 3.7560
H 4.4498 4.5869 3.0610
H 4.1603 2.9725 1.1872
H 0.1443 4.5177 0.4668
H 0.4252 6.1312 2.3474

[6]
73
Properties=species:S:1:pos:R:3 method="wB97M-V/def2-TZVPD" orbital_gap_ev=5.588 e_above_lowest_kj_mol=76.96 homo_ha=-0.066 lumo_ev=3.80 total_charge=-2
Ca 1.5488 0.4479 -0.2330
S 6.0019 -6.0645 -0.8432
C 5.0881 -4.6673 -0.6158
S 3.7442 -4.5540 0.4227
C 3.3062 -2.8787 0.1889
C 4.1024 -2.2099 -0.6788
S 4.0085 -0.5354 -1.2017
S 5.3943 -3.1733 -1.3679
S 1.9135 -2.2940 1.0856
O -2.2173 5.2832 -1.7435
C -1.4641 4.3803 -1.4640
C -0.6648 3.5327 -2.4607
O -0.7047 3.6396 -3.6697
C 0.1228 2.5882 -1.6363
C -0.2083 2.7762 -0.2694
O 0.2977 2.0207 0.6409
C -1.1414 3.8677 -0.0688
O -1.5949 4.2945 0.9856
O 0.9626 1.7155 -2.0214
C 3.0236 0.7479 4.0701
P 1.9784 1.2689 2.6477
C 2.2784 3.0801 2.7283
C 3.4411 3.4871 2.0678
C 3.8161 4.8229 2.0265
C 3.0211 5.7846 2.6372
C 1.8622 5.3949 3.2929
C 1.4967 4.0545 3.3430
C 0.3115 0.8387 3.3026
C 0.1607 -0.5009 3.6793
C -1.0700 -0.9933 4.0970
C -2.1758 -0.1564 4.1398
C -2.0470 1.1644 3.7272
C -0.8200 1.6565 3.2966
H 3.1267 -0.3376 4.0674
H 2.5997 1.0770 5.0203
H 4.0176 1.1806 3.9474
H 4.0519 2.7464 1.5606
H 4.7170 5.1096 1.4971
H 3.2950 6.8315 2.5870
H 1.2215 6.1349 3.7568
H 0.5903 3.7830 3.8618
H 0.9995 -1.1839 3.6040
H -1.1610 -2.0398 4.3620
H -3.1383 -0.5369 4.4606
H -2.9120 1.8166 3.7033
H -0.7797 2.6456 2.8613
C 0.6888 -2.3271 -2.3784
C -0.3869 -1.9078 -1.4374
N -0.3869 -0.7992 -0.7445
C -1.5069 -0.8430 0.0747
C -2.1898 -1.9910 -0.1424
N -1.4691 -2.6676 -1.1180
C -1.7783 -3.9478 -1.6766
N -2.9051 -3.8450 -2.6050
N -3.8511 -4.7984 -2.5845
N -4.7044 -4.5862 -3.5212
C -4.3027 -3.4444 -4.1970
C -4.8950 -2.7879 -5.2841
C -4.2841 -1.6472 -5.7356
C -3.1040 -1.1489 -5.1199
C -2.5131 -1.7829 -4.0596
C -3.1445 -2.9635 -3.6163
H 1.1812 -1.4427 -2.7826
H 0.3100 -2.9219 -3.2114
H 1.4501 -2.8971 -1.8383
H -1.7224 -0.0420 0.7680
H -3.0956 -2.3953 0.2765
H -2.0863 -4.6584 -0.9162
H -0.8943 -4.3287 -2.1759
H -5.8041 -3.1692 -5.7316
H -4.7094 -1.1030 -6.5686
H -2.6635 -0.2292 -5.4837
H -1.6334 -1.3708 -3.5860

no.,maximum force (hartree/bohr)
1,0.026
2,0.034
3,0.048
4,0.038
5,0.019
6,0.030